107
Properties=species:S:1:pos:R:3:forces:R:3:lowdin_charge:R:1 method="wB97M-V/def2-TZVPD" homo_lumo_gap_ev=4.853 charge=-1 homo_ev=-4.13 energy_ev=-81585.429 relative_energy_kj_mol=595.4
C -0.732678 -3.902924 -3.939404 -1.151 0.511 0.647 -0.132
C -1.250438 -2.785357 -2.932120 0.606 -0.372 -0.469 -0.251
C -0.224599 -2.519902 -1.740572 -1.131 0.201 -0.431 -0.190
C -0.948658 -2.923326 -0.396983 0.490 0.241 -0.477 -0.118
C -0.154073 -2.558038 0.916855 -1.756 0.178 0.500 -0.331
N 0.398397 -1.209973 0.757709 1.585 -0.844 -0.617 0.063
C -1.270508 -2.458187 2.076561 -1.841 1.637 1.725 -0.623
O -1.762403 -3.479266 2.582580 0.771 -0.407 -0.933 -0.035
O -1.664292 -1.258970 2.424220 1.457 -1.908 -1.358 -0.124
C 0.936587 -3.636064 1.319941 0.269 1.097 -0.359 -0.386
F 1.095506 -3.579329 2.721667 -0.022 -0.466 -1.329 0.038
F 0.542041 -4.930985 0.971348 0.469 1.262 0.584 0.052
C 2.338076 -3.314469 0.719572 0.635 -0.218 0.870 -0.159
C 3.485540 -4.326922 1.160337 -0.187 0.624 -0.784 -0.224
Si 5.132521 -3.331506 1.089446 -0.319 -0.239 -0.219 0.587
C 5.515041 -2.574985 2.787453 -0.125 0.527 0.623 -0.196
C 5.042727 -1.878674 -0.176099 -0.033 -0.396 0.402 -0.177
C 6.459448 -4.532134 0.429212 1.868 -1.520 -0.717 -0.238
C 7.765056 -3.993980 0.035551 0.108 -1.284 -0.308 -0.111
C 8.854576 -4.786398 -0.513327 -2.239 -1.216 0.491 -0.088
C 8.622366 -6.229056 -0.691073 -1.331 2.020 0.847 -0.095
C 7.333324 -6.774653 -0.298444 -0.143 0.796 0.116 -0.099
C 6.241884 -5.975633 0.259781 2.405 1.560 -0.568 -0.076
H -0.697082 -4.858850 -3.358179 0.303 0.643 -0.639 0.069
H -1.525194 -4.023245 -4.732080 0.986 0.005 0.510 0.062
H 0.256333 -3.645368 -4.388779 -0.787 -0.285 0.352 0.065
H -1.445612 -1.834057 -3.493645 0.230 -0.774 0.475 0.073
H -2.242947 -3.143656 -2.541649 0.923 0.383 -0.200 0.101
H 0.724047 -3.086906 -1.926474 -0.792 0.389 0.258 0.095
H 0.017333 -1.422398 -1.764870 -0.057 -1.120 0.190 0.095
H -1.925545 -2.361622 -0.386124 0.953 -0.434 0.197 0.132
H -1.216792 -4.007922 -0.459381 0.317 0.865 0.356 0.124
H -0.215018 -0.600262 0.227670 -0.060 -0.220 0.628 0.076
H 0.655351 -0.812201 1.657104 -0.701 0.041 -0.263 0.085
H 2.320588 -3.238101 -0.393280 -0.268 0.003 0.940 0.105
H 2.635489 -2.307042 1.126281 -0.729 -0.832 -0.573 0.095
H 3.276947 -4.746721 2.175541 0.201 0.176 -0.909 0.090
H 3.579442 -5.118086 0.369623 -0.315 0.361 0.975 0.065
H 6.362738 -1.838757 2.784360 -0.624 -0.708 -0.109 0.032
H 5.704644 -3.324183 3.595578 -0.131 0.506 -0.694 0.033
H 4.601778 -1.983783 3.098580 0.822 -0.617 -0.305 0.044
H 4.288287 -2.154361 -0.957885 0.767 0.513 0.527 0.036
H 4.705131 -0.978744 0.398938 0.228 -0.574 -0.768 0.039
H 6.057479 -1.707202 -0.626313 -1.040 -0.032 0.319 0.024
H 7.935785 -2.897766 0.143495 -0.150 -0.947 -0.052 0.086
H 9.811188 -4.296184 -0.817833 -0.972 -0.589 0.347 0.092
H 9.436924 -6.840660 -1.134005 -0.894 0.298 0.437 0.088
H 7.132014 -7.864040 -0.442943 0.350 1.020 0.118 0.091
H 5.263699 -6.413777 0.558893 1.043 0.193 -0.374 0.088
O -3.141558 4.368338 3.364316 3.273 0.807 1.226 -0.313
P -3.189203 3.613727 4.697122 -6.522 -1.996 -1.845 0.758
N -3.688862 2.113175 4.013901 -0.516 -0.726 -0.161 -0.336
C -4.896343 2.018479 3.205397 -0.241 0.351 -0.126 -0.126
C -2.581223 1.418345 3.331244 0.523 0.208 0.575 -0.124
N -4.438922 4.566960 5.393695 -0.190 1.666 0.430 -0.335
C -5.827199 4.180607 5.505451 0.153 -0.436 0.557 -0.146
C -4.366402 5.999884 5.121617 0.140 -0.129 -0.501 -0.163
N -3.088930 2.795536 6.295227 2.839 0.413 0.569 -0.304
C -1.744700 2.913339 6.871999 -0.079 0.243 0.239 -0.159
C -3.638172 1.486159 6.614151 0.090 -0.627 -0.606 -0.136
H -5.067641 0.981964 2.904942 0.332 0.002 0.014 0.087
H -4.855465 2.637121 2.301583 -0.075 -0.026 -0.050 0.082
H -5.783784 2.285681 3.776504 0.046 0.226 0.043 0.048
H -1.901962 0.999096 4.081974 0.057 -0.084 -0.115 0.072
H -2.003616 2.101306 2.698731 -0.079 -0.030 -0.116 0.071
H -2.918288 0.583761 2.717756 -0.051 0.002 0.262 0.058
H -6.354500 4.267575 4.548804 -0.078 -0.009 -0.084 0.078
H -6.343285 4.820408 6.230142 0.117 0.102 -0.054 0.077
H -5.943271 3.166913 5.886590 0.093 -0.116 -0.145 0.064
H -4.785361 6.246412 4.136080 0.053 0.134 -0.004 0.075
H -3.332386 6.345323 5.146076 -0.061 -0.016 -0.120 0.066
H -4.910612 6.570898 5.880165 -0.079 -0.232 0.086 0.073
H -1.027908 2.271682 6.346306 0.100 -0.039 0.185 0.076
H -1.740062 2.649986 7.932969 -0.075 -0.063 -0.044 0.073
H -1.391435 3.948063 6.795889 -0.020 0.009 -0.083 0.072
H -3.040611 0.665514 6.201181 -0.118 -0.090 0.018 0.085
H -4.663256 1.369469 6.270956 0.124 0.126 -0.200 0.066
H -3.666632 1.360266 7.702938 0.265 0.339 0.036 0.084
O -0.606669 0.863584 -3.852684 3.087 -1.086 -1.639 -0.290
P -0.475149 1.982422 -4.886363 -6.065 2.595 2.660 0.767
N -0.552026 3.265636 -3.728705 -0.140 1.093 0.572 -0.343
C -1.683355 3.389027 -2.815549 -0.342 -0.384 0.084 -0.118
C 0.702788 3.408494 -2.980423 0.453 -0.175 -0.719 -0.128
N -1.940937 1.644159 -5.708791 -0.532 -1.290 -0.846 -0.331
C -3.178149 2.379432 -5.561129 0.225 0.562 -0.409 -0.140
C -2.250122 0.226191 -5.890469 0.173 -0.152 0.540 -0.150
N -0.183819 3.213458 -6.163953 2.719 -0.824 -0.850 -0.303
C 1.072389 2.954385 -6.878126 -0.172 -0.148 -0.307 -0.156
C -0.369159 4.648037 -6.018017 0.195 0.295 0.721 -0.142
H -1.573543 4.283024 -2.196291 0.276 -0.071 -0.037 0.082
H -1.794792 2.523722 -2.153750 -0.063 0.042 0.049 0.090
H -2.615937 3.545026 -3.352726 0.010 -0.196 -0.120 0.051
H 1.460939 3.866032 -3.629681 0.090 -0.059 0.011 0.067
H 1.088506 2.439950 -2.644392 -0.029 0.051 0.187 0.074
H 0.599148 4.058340 -2.110687 -0.247 -0.020 -0.139 0.082
H -3.694465 2.127443 -4.628778 -0.060 -0.009 0.078 0.083
H -3.856828 2.152187 -6.390088 0.097 -0.140 0.014 0.080
H -3.025222 3.457244 -5.605197 0.116 0.043 0.152 0.064
H -2.704381 -0.207215 -4.989567 0.019 -0.125 -0.055 0.075
H -1.346584 -0.339700 -6.119978 -0.054 -0.012 0.124 0.071
H -2.938242 0.079846 -6.727861 -0.006 0.272 0.000 0.077
H 1.942459 3.197056 -6.255976 0.117 0.064 -0.175 0.072
H 1.131707 3.530262 -7.805096 -0.055 0.054 0.067 0.075
H 1.138251 1.895939 -7.152713 -0.013 -0.019 0.078 0.076
H 0.432157 5.120794 -5.436812 -0.060 0.132 0.008 0.076
H -1.321014 4.900697 -5.557449 0.087 -0.203 0.132 0.066
H -0.378812 5.115162 -7.009289 0.166 -0.352 -0.149 0.086